Arrangement 1

Entry from the Open Molecules 2025 dataset: 2 unconnected molecules or ions with the total composition CH4N2O3P (ωB97M-V/def2-TZVPD).

```
11
Properties=species:S:1:pos:R:3
H -1.89838 -0.70321 0.13238
N -0.29386 2.88198 0.11868
O 1.41613 -1.24714 -1.35603
H -0.54891 3.87190 0.38714
N 0.74439 2.71930 -0.44858
O 2.54311 -0.54927 0.86305
H -1.44229 -2.39775 0.47855
O 0.01110 -1.02534 0.79780
H -0.82157 -1.58593 -0.98397
C -1.09473 -1.44456 0.06529
P 1.38500 -0.51998 -0.05432
```

Summary:
LUMO energy (alpha / beta) in eV: 3.528 / 4.145
HOMO (alpha / beta) in eV: -2.3 / -5.0
HOMO-LUMO gap (alpha / beta) in eV: 5.8 / 9.2
Charge: -1

Atomic partial charges in e from the natural (NBO) method, atoms 1 to 2: H 0.1453; N -0.3633



Arrangement 2

Entry from the Open Molecules 2025 dataset: a gas-phase ion, CH4N2O3P (charge -1) (ωB97M-V/def2-TZVPD).

```
11
Properties=species:S:1:pos:R:3
H 0.50386 1.54643 1.19614
N 1.36548 1.31935 0.57634
C -0.97529 0.05197 -0.31818
O -1.69551 0.83002 -0.89325
O 1.12637 -1.45584 0.47081
P 0.94805 -0.13800 -0.31348
N -1.41326 -1.03950 0.33267
H 1.55645 2.04328 -0.15881
H -0.59594 -1.61826 0.56015
H -2.28453 -1.60914 0.21105
O 1.46430 0.06969 -1.66344
```

Summary:
LUMO energy in eV: 4.217
HOMO in eV: -4.5
HOMO-LUMO gap in eV: 8.8
SMILES: NC(=O)[P@](N)(=O)[O-]
Charge: -1

Atomic partial charges in e from the natural (NBO) method, atoms 1 to 2: H 0.3705; N -1.2114



Most stable: arrangement 2



Arrangement 1

Entry from the Open Molecules 2025 dataset: a molecular structure, C36H42AsBiN2O6S7 (ωB97M-V/def2-TZVPD).

```
95
Properties=species:S:1:pos:R:3
C 3.60128 3.21122 2.25222
S -5.81032 -2.03955 1.58527
C 0.88739 3.34507 -3.24357
H 1.36571 4.31650 -3.31972
C -2.35581 -3.09696 -1.46066
H -4.26230 5.31127 2.89344
C -3.86742 5.22472 1.87911
N -1.38876 -1.18631 -2.09071
H -1.65683 3.34721 5.78000
H -1.82379 -7.09998 -3.73467
H 0.22169 -2.50390 -2.64599
C -0.71470 2.99902 5.34995
S -3.67818 0.40701 0.03774
C -0.96620 1.99657 4.23074
H 0.46963 -2.22667 -5.10185
H 3.60584 -5.11658 -2.60116
H -0.50211 5.79185 2.62269
O -4.66540 -4.49085 -0.22208
H -0.12890 2.54646 6.15357
H 0.03175 0.67323 -5.10956
C -0.35126 0.84601 -3.01822
H 3.72909 -0.64828 1.10403
Bi -1.47574 -0.74847 0.37760
H 2.29466 -3.39774 -6.29547
S 1.94975 1.52614 0.80737
H -4.35579 -3.62088 0.09903
H 3.98237 -3.30924 -0.59521
C -1.86427 2.52856 3.12934
C 0.40716 2.92707 -2.02812
H 2.28062 0.30000 3.34067
H 1.13453 2.86683 -5.34613
H 3.59241 3.84312 1.37293
H -1.45055 1.09398 4.60804
C 4.27041 3.60831 3.39610
H 1.82556 -1.14661 -0.53344
C -3.88671 -5.07882 -1.13267
S -5.21782 1.12887 3.15914
S -2.54305 -1.21376 2.81376
H 3.86323 -4.84357 -5.04879
H -0.01043 1.69652 3.79581
H -5.13102 -6.79991 -1.00973
H 4.74720 3.12966 5.43429
H -1.78793 5.13388 3.65810
C -4.25638 -6.38269 -1.48907
C 3.07204 -4.32213 -4.52465
H 3.03123 -2.90423 0.85317
O 0.48325 3.45418 2.23205
C -2.77586 -4.49567 -1.75658
C 2.93237 -4.47410 -3.15481
C 2.86237 -1.42875 -0.71295
C 0.76456 2.53943 -4.38354
O -0.64871 1.33546 -0.68600
C 2.18858 -3.50872 -5.22466
C 3.77636 -0.45189 0.03036
H 3.04582 -1.36377 -1.79026
C 2.86735 1.20866 3.37236
O 0.44067 -3.26191 -0.38479
H 3.50070 0.99502 5.40722
O -2.52118 -2.69930 -0.25771
H -0.15679 3.86283 4.98412
C 0.14490 1.31643 -4.24094
H -3.83622 -8.11176 -2.66526
H 0.50080 3.54545 -1.14407
H 4.18161 1.69505 -0.03611
C -2.50788 5.90612 1.76068
C 2.91556 2.00595 2.24565
C -2.40698 -6.54052 -3.01464
H -3.80923 4.16110 1.64283
H -2.58901 6.96081 2.04285
N -1.84868 -2.44147 -2.47079
C 3.54081 1.61208 4.51878
H -1.05135 -0.91400 -4.05967
C 3.05548 -2.85290 -0.23780
C -0.96326 -0.46984 -3.06212
H 3.04803 1.12426 -1.26740
H 4.81616 -0.60237 -0.28001
C 1.02143 -2.99063 -3.18566
H -2.17884 5.87666 0.71862
C 3.37435 0.99060 -0.23363
C -1.44589 5.24471 2.62850
H -1.19790 -4.77210 -3.14351
H -2.27049 1.71875 2.53171
S 1.70691 -3.95956 -0.72540
C 1.91502 -3.79478 -2.49916
C 4.24050 2.80753 4.53326
H -4.59098 5.66819 1.19456
O 1.29157 0.24705 1.22377
S -0.99206 3.61283 1.95450
As -4.46173 -0.47206 1.98599
C -2.05371 -5.24545 -2.68192
H -2.72006 3.07894 3.51612
C 1.16551 -2.85089 -4.55864
C -3.52915 -7.10271 -2.41390
H 4.79900 4.55389 3.41149
C -0.23562 1.66130 -1.84618
```

Summary:
LUMO energy in eV: 3.514
HOMO in eV: -1.8
HOMO-LUMO gap in eV: 5.3
Charge: -2

Atomic partial charges in e from the Löwdin method, atoms 1 to 2: C -0.0947; S -0.1186



Arrangement 2

Entry from the Open Molecules 2025 dataset: a molecular structure, C36H42AsBiN2O6S7 (ωB97M-V/def2-TZVPD).

```
95
Properties=species:S:1:pos:R:3
C 3.97172 2.96919 1.11221
H -3.93162 0.56239 2.43325
H -4.22802 -1.50513 3.44946
S -2.28123 -1.13129 -4.54783
H -6.01555 -3.56216 1.98524
H 3.14886 -1.25967 -0.75724
S -1.02736 -3.58587 -2.51712
H -3.57559 -2.99556 2.73231
H 2.14988 -3.86056 -1.50928
H -4.38709 -2.34260 0.49571
H 4.02221 2.63034 4.47131
H -2.42841 2.45235 3.28060
C 3.63309 2.64505 3.45781
C 1.05743 -7.22601 0.04434
C -3.87267 3.93244 -3.95802
C -4.81683 -1.85960 1.37253
C 2.30244 2.38924 3.24153
S 4.01117 -0.76229 1.92319
Bi -0.11183 0.41100 -0.21053
S -2.20588 -1.15568 2.26164
H 4.18183 -4.33358 1.52233
C 4.93349 -1.07467 0.40269
C 6.31366 -1.43098 -1.96607
H 6.85781 -1.57322 -2.89196
H -2.58707 1.02318 1.37780
S 0.53102 -0.17239 -2.59342
C 0.90508 -3.38136 2.18718
H 5.54951 3.11805 2.56335
C -3.83752 -1.95419 2.53204
H 2.58070 3.76092 -1.06567
H 3.82140 -2.41889 3.58782
H -4.91743 4.15379 -3.77611
N 0.99641 2.48483 -0.90662
H -0.15510 3.08016 -4.50169
H -6.61513 -2.00920 2.58494
H 0.98212 -2.32277 2.44116
H 0.73752 -8.16618 0.47846
N 0.38705 3.03826 -2.00563
C 3.48277 -3.52208 1.73302
H 6.85846 -0.88498 1.34104
O -3.68165 3.34794 -1.68011
H -0.34337 -6.04060 1.17596
H 1.63350 2.18515 4.07056
C 1.71834 2.37087 1.93078
H -2.29948 1.65752 5.62217
C 1.87986 -4.81139 -1.06639
As -1.29899 -1.48137 -2.72303
O -1.47826 2.13113 -0.99239
C -0.88615 2.77002 -1.96632
C 0.45476 -6.03937 0.44099
C 2.07423 -7.20561 -0.90020
H -4.98307 -0.81511 1.10033
O 0.48009 2.15224 1.75935
H 5.28970 -2.63354 2.61184
C 7.00968 -1.24096 -0.77643
S 0.14422 -3.30202 0.46520
C -1.19953 3.32946 -4.37201
C 2.47429 -5.99850 -1.46385
H -3.05754 2.80265 -1.14745
C 4.23448 -1.25841 -0.77602
C -1.99247 3.70151 -5.44414
H 8.09356 -1.22534 -0.77928
H 2.54403 -8.13338 -1.20556
H -3.95573 4.32029 -6.05786
H 3.18600 -3.09026 0.77636
C -2.73515 1.00958 4.85721
C 0.88241 -4.84026 -0.10745
O -1.49161 -1.43982 3.54913
C -1.73132 3.23660 -3.09057
C 4.49878 2.91939 2.38696
H -6.84468 -2.45141 0.88587
C 4.21132 -2.46843 2.56797
C 2.62503 2.69719 0.84624
H 4.36421 -1.57442 -2.88306
H 2.41083 -4.19654 3.47353
C -3.09496 3.49597 -2.88868
C -2.84348 0.58824 2.34597
H 2.12095 -5.13412 2.02017
H 3.24988 -5.98696 -2.22018
H -2.46235 -0.01967 5.08055
O 2.58608 -0.66201 1.54591
C 2.09309 2.97652 -0.47817
H -1.58199 3.71769 -6.44610
C -2.21482 1.39837 3.47248
H -1.13266 1.28346 3.42412
H 4.61361 3.21984 0.27144
C -6.15405 -2.50907 1.72850
C 4.92573 -1.43970 -1.96737
C 2.23297 -4.12016 2.39338
H 0.12985 -3.83431 2.80928
C 6.32254 -1.05451 0.41277
C -3.32689 4.02237 -5.22631
S -2.37204 -0.72853 -0.94101
H -3.82542 1.10780 4.90949
O 0.87144 -2.17483 -0.20525
```

Summary:
LUMO energy in eV: 3.661
HOMO in eV: -1.6
HOMO-LUMO gap in eV: 5.3
Charge: -2

Atomic partial charges in e from the Löwdin method, atoms 1 to 2: C -0.0950; H 0.0791



Most stable: arrangement 1



Arrangement 1

Entry from the Open Molecules 2025 dataset: a single C7H8N2O5 molecule (ωB97M-V/def2-TZVPD).

```
22
Properties=species:S:1:pos:R:3
C 1.31077 -0.92221 0.78737
O -3.04187 1.45530 1.13002
C 0.70449 -2.16645 0.37833
O -0.17804 1.30910 -1.27988
N 0.58872 0.38090 -1.14409
H 1.34436 -3.02990 0.50973
C -1.59256 -1.38832 -0.22932
O -3.72219 0.24553 -0.51630
N -2.92950 0.52348 0.35890
H 1.88616 -0.94253 1.70327
H 1.11064 3.02412 -0.37864
H 2.63275 3.16055 0.54090
C -1.77727 -0.30120 0.53026
H -2.35557 -1.59902 -0.97103
O 1.76071 1.36578 0.70857
O 0.85967 -0.44552 -1.98481
C 1.24469 0.26300 0.15404
C -0.53243 -2.35666 -0.11257
H -0.79620 -3.34879 -0.45035
C 2.03140 2.51044 -0.09232
H 2.59911 2.24463 -0.98764
H -1.14783 0.01778 1.34556
```

Summary:
LUMO energy in eV: -1.124
HOMO in eV: -9.0
HOMO-LUMO gap in eV: 7.9
SMILES: CO/C(=C/C=C\C=C\[N+](=O)[O-])[N+](=O)[O-]
Charge: 0

Atomic partial charges in e from the natural (NBO) method, atoms 1 to 2: C -0.2875; O -0.3766



Arrangement 2

Entry from the Open Molecules 2025 dataset: a single C7H8N2O5 molecule (ωB97M-V/def2-TZVPD).

```
22
Properties=species:S:1:pos:R:3
C 0.61026 2.04213 -0.99414
O 1.46465 -1.49988 -0.48274
H -0.43112 -2.30102 2.15876
O 2.63108 0.29029 -0.98733
H 0.37500 1.81754 1.59302
C -0.81505 0.00561 -0.87283
N 1.57791 -0.13859 -0.53880
O -2.18981 0.83543 0.70347
H 0.00548 -0.08613 3.04160
H 1.59300 2.43426 -0.73932
C 0.64838 -2.10489 0.40845
C 0.16134 -0.24342 1.98549
C 0.38456 0.68827 -0.31471
H -1.65262 -1.14270 -2.05588
H 0.54223 -3.14410 0.13003
H -0.16140 2.73158 -0.66009
N -2.02668 0.08157 -0.27168
O -0.72794 -0.80487 -1.94132
O -2.93130 -0.61054 -0.79880
H 0.54953 1.92795 -2.07462
C 0.09247 -1.60165 1.52397
C 0.30003 0.82316 1.18748
```

Summary:
LUMO energy (alpha / beta) in eV: -1.926 / 0.430
HOMO (alpha / beta) in eV: -7.9 / -8.9
HOMO-LUMO gap (alpha / beta) in eV: 5.9 / 9.3
Charge: 0

Atomic partial charges in e from the natural (NBO) method, atoms 1 to 2: C -0.5917; O -0.3297



Most stable: arrangement 1



Arrangement 1

Entry from the Open Molecules 2025 dataset: 3 unconnected molecules or ions with the total composition C5H16O2S (ωB97M-V/def2-TZVPD).

```
24
Properties=species:S:1:pos:R:3
C 1.97829 0.42298 -1.96385
H -1.74380 -1.34784 -0.01069
H 1.46308 1.94730 2.68805
H 1.12769 3.25443 3.29688
O 0.23776 -0.54943 5.55516
S 1.78993 -0.19270 -0.25839
H -2.40541 -1.45764 -2.60878
H 1.70601 1.47391 -2.00594
C 0.36758 -1.26304 -0.28609
H -0.01472 -0.23569 6.44409
H -2.38085 0.66962 -1.39541
O 1.60725 2.45600 3.49100
C -1.01157 -0.57640 -0.27453
H -0.69771 0.92751 -1.80006
H 1.40249 -0.13734 -2.69650
H -0.40196 -0.11309 4.98270
C -1.42465 0.16361 -1.53546
H 0.37001 -2.00439 -1.08872
H 3.02531 0.30557 -2.23712
C -1.61690 -0.72408 -2.77999
H 0.38006 -1.86316 0.62601
H -1.99426 -0.08093 -3.57836
H -1.05754 0.13786 0.55406
H -0.70610 -1.21308 -3.11807
```

Summary:
LUMO energy in eV: 0.624
HOMO in eV: -8.6
HOMO-LUMO gap in eV: 9.2
SMILES: CCCCSC.O.O
Charge: 0

Atomic partial charges in e from the natural (NBO) method, atoms 1 to 2: C -0.7469; H 0.1985



Arrangement 2

Entry from the Open Molecules 2025 dataset: 3 unconnected molecules or ions with the total composition C5H16O2S (ωB97M-V/def2-TZVPD).

```
24
Properties=species:S:1:pos:R:3
H 0.84343 -1.02354 -2.62046
H 2.19188 0.05365 0.27951
H 0.48811 -4.61007 -4.95466
C -1.37099 0.45105 1.00628
C -0.66049 2.60327 2.29951
H -1.63650 1.19545 0.23940
H 1.37401 0.98538 -0.97730
H 1.22824 1.46627 0.63494
H -0.66306 2.93298 1.25004
O 0.92884 -1.95323 -2.85862
H 0.61439 -3.06970 -4.89460
H 0.13610 -2.36693 -2.48560
H -1.48272 3.09205 2.84533
H -2.21912 -0.21018 1.05593
S -0.08225 -0.56894 0.21878
H 1.49545 2.60404 2.46217
C 1.27755 0.57474 0.02374
H 0.76402 3.99607 3.12658
O -0.02986 -3.79102 -4.90132
H -1.74666 0.95630 3.12632
H -0.09995 0.57104 2.70028
C -1.00168 1.07953 2.34355
H 0.74274 2.41992 3.98226
C 0.62594 2.92749 3.03306
```

Summary:
LUMO energy in eV: 0.805
HOMO in eV: -8.7
HOMO-LUMO gap in eV: 9.5
SMILES: CCCCSC.O.O
Charge: 0

Atomic partial charges in e from the natural (NBO) method, atoms 1 to 2: H 0.4705; H 0.2332



Most stable: arrangement 1